1.
{"formula": "C2H2ClF3N2", "method": "the ωB97M-V functional and the def2-TZVPD basis", "de_lowest_kcal_mol": 1.0, "largest_force_ev_per_a": 3.5, "homo_energy_ha": [-0.3253, -0.3254], "energy_ev": -25758.41939, "gap_ha": [0.321, 0.321], "e_lumo_ev": [-0.11, -0.11], "species": ["C", "C", "N", "N", "F", "F", "F", "Cl", "H", "H"], "xyz": [[0.053727, 0.596487, -0.711656], [-0.110461, 0.345996, -2.160433], [0.262110, -1.798726, 0.879004], [0.975377, -1.324514, 0.124153], [-0.661558, -0.791078, -2.589363], [1.033375, 0.530578, -2.756190], [-0.958239, 1.254659, -2.630632], [-1.299738, 0.342660, 0.358043], [0.437930, 1.564834, -0.474540], [-0.733592, -1.376875, 1.226909]], "forces_ev_per_a": [[-0.51, -2.43, 2.42], [-1.61, 0.33, 0.49], [-0.58, -0.35, 0.70], [0.10, 0.82, -0.65], [0.48, -1.12, 0.69], [1.58, -0.09, -0.75], [-0.94, 1.67, -0.92], [-0.50, 0.61, -0.93], [0.74, 0.19, -0.04], [1.23, 0.35, -1.00]], "nbo_charge": [-0.418, 0.915, -0.242, 0.088, -0.320, -0.302, -0.336, 0.040, 0.229, 0.346]}

=====

2.
{"formula": "C33H31N10OPtSe2", "method": "the ωB97M-V functional and the def2-TZVPD basis", "de_lowest_kcal_mol": 33.8, "multiplicity": 5, "charge": 3, "largest_force_ev_per_a": 1.1, "homo_energy_ha": [-0.5538, -0.5681], "energy_ev": -185588.53980, "gap_ha": [0.261, 0.165], "e_lumo_ev": [-7.98, -10.98], "species": ["Pt", "N", "C", "N", "C", "N", "N", "C", "C", "C", "C", "C", "C", "N", "C", "C", "C", "C", "C", "C", "H", "H", "H", "H", "H", "H", "H", "H", "H", "H", "H", "Se", "C", "C", "C", "C", "C", "C", "H", "H", "H", "H", "H", "C", "N", "C", "Se", "N", "C", "C", "C", "C", "C", "C", "H", "H", "H", "H", "H", "H", "H", "H", "C", "N", "C", "C", "C", "N", "C", "O", "N", "H", "H", "H", "H", "H", "H", "H"], "xyz": [[-0.098965, -0.247656, 0.332586], [-3.942189, 1.239055, 2.542537], [-2.698009, 0.870224, 2.292498], [-2.204336, 0.612170, 1.108089], [-3.057025, 0.720977, 0.001407], [-2.685707, 0.497079, -1.221340], [-1.377702, 0.055260, -1.322020], [-0.889284, -0.079692, -2.494178], [0.489622, -0.601920, -2.607034], [1.067287, -0.843712, -3.836846], [2.372683, -1.324896, -3.874856], [3.043521, -1.537930, -2.686144], [2.397648, -1.272613, -1.484242], [1.144821, -0.823289, -1.445699], [-4.447802, 1.125077, 0.218722], [-5.363984, 1.248487, -0.834238], [-6.663492, 1.620188, -0.573542], [-7.075813, 1.873477, 0.739963], [-6.192025, 1.754453, 1.791150], [-4.882966, 1.380893, 1.511194], [-4.217494, 1.430675, 3.495949], [-2.053619, 0.776909, 3.157758], [-1.479302, 0.165811, -3.371337], [0.508679, -0.661854, -4.744337], [2.850915, -1.526261, -4.823852], [4.060622, -1.903409, -2.675506], [2.878219, -1.410929, -0.526618], [-5.035105, 1.048269, -1.842946], [-7.370897, 1.716594, -1.384306], [-8.098208, 2.164814, 0.936629], [-6.506766, 1.945837, 2.808620], [-1.415463, -2.690415, 0.331637], [-0.983607, -4.456984, 0.039019], [-1.912270, -5.439714, 0.437395], [-1.604369, -6.771525, 0.255493], [-0.392275, -7.130465, -0.330342], [0.522496, -6.161507, -0.748068], [0.234926, -4.828079, -0.566607], [-2.857506, -5.144586, 0.872179], [-2.306342, -7.535308, 0.558004], [-0.157789, -8.177192, -0.469243], [1.450670, -6.459513, -1.214456], [0.929218, -4.062747, -0.887299], [4.014229, 3.373209, -0.037069], [3.257449, 3.057234, 1.178817], [2.009162, 2.583652, 1.261282], [0.919417, 2.134438, -0.187626], [1.687771, 2.438798, 2.556842], [2.758283, 2.815300, 3.343613], [2.941228, 2.853440, 4.728659], [4.181845, 3.258479, 5.158103], [5.216472, 3.615195, 4.256346], [5.032381, 3.592331, 2.896558], [3.766364, 3.190361, 2.458125], [3.331829, 3.416486, -0.880854], [4.766237, 2.604354, -0.201547], [4.485019, 4.344221, 0.095999], [0.784625, 2.120751, 2.870267], [2.153855, 2.598533, 5.423277], [4.376203, 3.325158, 6.219592], [6.173430, 3.921488, 4.653950], [5.815375, 3.883138, 2.211885], [4.398896, -0.876863, 3.432606], [2.934086, -1.009883, 3.476531], [2.345227, -1.530143, 4.578594], [1.013094, -1.723899, 4.648190], [0.253620, -1.395442, 3.493411], [0.814553, -0.859776, 2.405172], [2.185330, -0.652952, 2.366150], [2.728488, -0.160291, 1.390452], [-1.072670, -1.615845, 3.501825], [4.746045, -0.601842, 4.424881], [4.656200, -0.102308, 2.717674], [4.852924, -1.817555, 3.126590], [3.010173, -1.787016, 5.392281], [0.551440, -2.141361, 5.528384], [-1.465485, -2.164506, 4.250895], [-1.567818, -1.640607, 2.622434]], "forces_ev_per_a": [[-0.59, -0.44, 0.84], [-0.06, 0.04, -0.09], [0.08, 0.08, 0.01], [-0.24, -0.20, -0.13], [-0.35, 0.20, 0.14], [0.77, -0.27, 0.22], [-0.51, 0.58, -0.64], [0.30, -0.28, 0.07], [-0.37, 0.17, 0.13], [0.14, -0.07, -0.02], [-0.10, 0.02, -0.08], [0.07, -0.03, 0.09], [-0.16, -0.04, -0.10], [0.30, 0.01, -0.26], [0.17, -0.09, -0.24], [-0.01, 0.00, 0.00], [0.03, 0.00, 0.08], [-0.02, 0.00, -0.04], [0.03, 0.00, -0.07], [0.01, 0.03, 0.34], [-0.03, -0.01, -0.04], [0.05, -0.01, -0.01], [-0.01, -0.08, -0.02], [-0.01, 0.01, -0.02], [0.01, 0.00, 0.00], [0.00, -0.01, 0.00], [0.05, 0.02, -0.01], [0.01, 0.00, -0.01], [-0.01, 0.00, -0.02], [-0.01, 0.00, -0.01], [0.00, 0.01, 0.02], [-0.41, 0.23, 0.11], [0.37, -0.08, -0.14], [0.02, -0.01, -0.09], [0.01, 0.05, 0.00], [0.02, -0.05, -0.01], [-0.04, 0.04, 0.01], [-0.04, -0.03, 0.07], [0.00, 0.01, 0.02], [-0.01, -0.02, 0.01], [-0.01, -0.01, -0.01], [0.02, -0.02, 0.00], [0.01, 0.02, 0.02], [-0.11, -0.06, 0.11], [0.06, 0.12, -0.04], [-0.06, 0.01, -0.31], [0.22, -0.02, 0.32], [-0.04, 0.06, 0.04], [-0.10, -0.08, 0.18], [-0.01, 0.02, -0.16], [0.15, 0.08, -0.03], [-0.10, -0.03, 0.11], [-0.15, 0.00, 0.02], [0.21, -0.02, -0.14], [0.02, 0.00, 0.00], [0.02, 0.01, -0.02], [0.01, -0.01, -0.02], [0.02, -0.05, 0.01], [-0.03, -0.02, 0.01], [0.02, -0.03, 0.01], [0.00, 0.02, 0.04], [0.02, -0.01, -0.03], [-0.09, 0.08, -0.03], [0.06, -0.05, 0.09], [0.04, -0.01, 0.04], [0.02, 0.05, -0.08], [-0.14, -0.12, -0.06], [0.50, 0.32, -0.24], [-0.22, -0.14, 0.23], [0.12, 0.08, -0.24], [0.01, 0.05, 0.01], [0.06, -0.01, -0.01], [0.01, -0.01, 0.04], [0.01, 0.01, -0.01], [0.00, 0.00, 0.02], [-0.02, -0.03, 0.01], [0.03, 0.01, -0.01], [-0.01, 0.01, 0.01]], "mulliken_charge": [1.368, 0.076, -0.519, -0.300, 0.190, -1.241, 0.948, -0.701, 0.997, -0.921, -0.502, -1.000, -0.356, 0.005, 0.683, -0.276, -0.848, -0.433, -0.959, 0.086, 0.304, 0.522, 0.474, 0.540, 0.476, 0.513, 0.633, 0.494, 0.453, 0.435, 0.418, 0.062, 0.427, -0.492, -0.686, -0.402, -0.671, -0.097, 0.412, 0.409, 0.414, 0.431, 0.399, -1.030, 0.288, -0.376, 0.187, 0.322, 0.633, -0.923, -0.598, -0.715, -0.699, 0.766, 0.348, 0.370, 0.404, 0.138, 0.505, 0.459, 0.469, 0.484, -1.020, 0.303, -0.269, -1.310, 1.055, 0.177, -0.091, -0.579, -0.229, 0.424, 0.292, 0.302, 0.478, 0.516, 0.249, -0.095]}

=====

3.
{"formula": "Be12O28P7", "method": "the ωB97M-V functional and the def2-TZVPD basis", "charge": 3, "largest_force_ev_per_a": 7.4, "homo_energy_ha": -0.5735, "energy_ev": -127122.51764, "gap_ha": 0.092, "e_lumo_ev": -13.11, "species": ["Be", "Be", "Be", "Be", "Be", "Be", "Be", "Be", "Be", "Be", "Be", "Be", "P", "O", "O", "O", "O", "P", "O", "O", "O", "O", "P", "O", "O", "O", "O", "P", "O", "O", "O", "O", "P", "O", "O", "O", "O", "P", "O", "O", "O", "O", "P", "O", "O", "O", "O"], "xyz": [[0.630378, -4.099309, -1.641068], [4.009178, -3.275069, 0.399742], [-0.982042, 4.187721, 0.807392], [3.611878, 1.931301, 0.770762], [-2.970392, -3.913659, -0.036588], [-1.905902, 1.393481, 3.626432], [-2.743062, -1.940809, 3.262402], [0.617838, -2.211399, 4.940572], [0.347278, -0.208029, 0.464922], [0.388568, 0.195781, -2.923548], [-3.024792, 0.424051, -2.309328], [3.528248, -1.224469, 2.815452], [-2.605332, 0.895851, 0.675942], [-1.594272, 0.739841, -0.470798], [-4.025672, 0.584901, 0.060142], [-2.641802, 2.343941, 1.346402], [-2.160982, -0.029939, 1.759402], [1.134848, 1.183961, 3.291022], [2.131998, 0.504011, 2.160532], [0.206958, 2.372961, 2.826652], [2.156188, 1.710901, 4.325562], [0.284048, 0.119411, 4.067742], [-2.587192, 3.141491, -3.631138], [-3.816072, 2.701121, -2.756208], [-1.824012, 4.285221, -2.880888], [-3.228062, 3.354071, -4.987928], [-1.653082, 1.761961, -3.646208], [1.466038, 3.051111, -1.054928], [0.775188, 4.416731, -0.686228], [2.927918, 3.259821, -1.004708], [1.285978, 2.536511, -2.546858], [1.023158, 2.031881, 0.035312], [0.641168, -2.963649, 1.853042], [-0.387092, -1.925019, 2.362012], [-0.217302, -3.821379, 0.753622], [0.930438, -3.798039, 3.061932], [1.989118, -2.246069, 1.373242], [-1.526812, -2.336259, -2.064008], [-1.618872, -1.499159, -3.293268], [-0.162642, -1.845309, -1.480748], [-1.683072, -3.874379, -2.209928], [-2.629202, -1.937579, -1.194448], [3.168228, -1.160549, -1.219398], [3.962548, -0.992259, 0.153742], [2.009428, -0.092409, -1.414458], [4.184628, -1.080859, -2.375858], [2.576428, -2.652429, -1.365448]], "forces_ev_per_a": [[-2.07, 4.16, 1.82], [-2.98, 3.92, -1.99], [2.11, -2.50, -2.31], [-3.83, 1.05, -2.48], [2.43, 3.07, -2.48], [2.78, -0.48, -4.44], [1.68, 0.81, -1.43], [-0.81, 0.59, -3.51], [-0.09, 1.94, -1.73], [0.55, 1.54, 2.30], [2.05, 1.67, 1.26], [-3.39, 1.68, -3.09], [-4.95, 2.22, -3.86], [1.95, -0.72, -1.05], [2.80, 0.33, -0.17], [1.88, 1.04, 0.99], [1.02, -2.12, 5.72], [2.76, 3.11, 3.25], [0.12, -1.06, -0.70], [-1.44, -2.63, 0.31], [-0.30, -0.88, -1.41], [-1.84, -1.53, -0.08], [2.66, -2.12, 2.03], [1.00, -0.06, -0.63], [-1.91, -2.02, -1.45], [0.14, 0.23, 0.73], [-2.25, 0.36, 1.27], [-4.28, -2.31, -2.07], [-2.85, -0.09, 1.93], [6.34, -0.98, 3.25], [-1.55, -0.91, 1.60], [0.03, -1.41, 1.10], [-3.49, -0.44, -1.15], [0.24, 1.45, -0.87], [2.40, 0.52, -0.53], [1.32, -0.71, 3.33], [0.87, -0.74, 0.68], [2.87, 0.62, -1.33], [-0.39, 2.44, -2.33], [1.80, -1.65, 0.69], [2.58, -1.93, 1.38], [-5.31, -0.66, 5.17], [0.27, 0.66, -4.78], [0.38, -1.70, 1.27], [-0.69, -1.69, 0.92], [-1.15, 0.13, 2.43], [0.54, -2.20, 2.47]], "nbo_charge": [1.706, 1.538, 1.629, 1.595, 1.550, 1.665, 0.617, 1.355, 1.714, 1.725, 1.692, 1.381, 2.534, -1.320, -1.155, -1.258, -1.333, 2.451, -1.356, -1.178, -1.029, -1.269, 2.377, -0.750, -0.688, -0.601, -1.174, 2.517, -1.132, -1.101, -1.120, -1.340, 2.519, -1.290, -1.238, -1.195, -1.317, 2.513, -1.207, -1.324, -1.222, -1.242, 2.447, -1.238, -1.270, -0.901, -1.277]}

=====

4.
{"formula": "C4H5NO", "method": "the ωB97M-V functional and the def2-TZVPD basis", "de_lowest_kcal_mol": 104.3, "largest_force_ev_per_a": 1.2, "homo_energy_ha": -0.3473, "energy_ev": -7762.00173, "gap_ha": 0.345, "e_lumo_ev": -0.05, "species": ["C", "C", "O", "C", "C", "N", "H", "H", "H", "H", "H"], "xyz": [[-1.364606, -0.391653, -0.179261], [-0.527549, 0.825299, -0.145259], [0.696958, 0.684615, 1.349419], [0.948816, 0.584732, -0.063830], [1.509799, -0.733771, -0.387127], [1.926790, -1.756295, -0.733724], [-2.265476, -0.275569, 0.431157], [-1.706492, -0.399821, -1.227981], [-0.874963, -1.352227, 0.027190], [0.045542, 1.441893, 1.365771], [1.611178, 1.372799, -0.436354]], "forces_ev_per_a": [[0.04, -0.01, 0.06], [-0.13, -0.28, -0.39], [0.00, 0.15, 0.14], [-0.05, 0.05, -0.13], [0.34, -0.97, -0.31], [-0.44, 1.09, 0.39], [0.13, 0.01, -0.16], [-0.01, -0.02, 0.04], [-0.02, 0.14, -0.05], [0.32, 0.01, 0.39], [-0.18, -0.15, 0.03]], "nbo_charge": [-0.757, 0.084, -0.609, -0.126, 0.240, -0.288, 0.244, 0.270, 0.222, 0.499, 0.221]}